{
  "formula": "C60H108AsF6N8",
  "method": "ωB97M-V with the def2-TZVPD basis set",
  "orbital_gap_ev": 7.158,
  "total_charge": 7,
  "energy_ev": -152966.89897,
  "symbols": ["C", "N", "C", "C", "C", "C", "C", "C", "C", "C", "N", "C", "C", "C", "H", "H", "H", "H", "H", "H", "H", "H", "H", "H", "H", "H", "H", "H", "C", "N", "C", "C", "C", "C", "C", "C", "C", "C", "N", "C", "C", "C", "H", "H", "H", "H", "H", "H", "H", "H", "H", "H", "H", "H", "H", "H", "C", "C", "C", "C", "N", "C", "C", "C", "C", "C", "H", "H", "H", "H", "H", "H", "H", "H", "H", "H", "H", "H", "H", "H", "H", "H", "H", "H", "H", "H", "C", "C", "C", "C", "N", "C", "C", "C", "C", "C", "H", "H", "H", "H", "H", "H", "H", "H", "H", "H", "H", "H", "H", "H", "H", "H", "H", "H", "H", "H", "C", "C", "C", "C", "N", "C", "C", "C", "C", "C", "H", "H", "H", "H", "H", "H", "H", "H", "H", "H", "H", "H", "H", "H", "H", "H", "H", "H", "H", "H", "C", "C", "C", "C", "N", "C", "C", "C", "C", "C", "H", "H", "H", "H", "H", "H", "H", "H", "H", "H", "H", "H", "H", "H", "H", "H", "H", "H", "H", "H", "As", "F", "F", "F", "F", "F", "F"],
  "coordinates": [[-17.72, 19.61, 20.01], [-17.94, 18.67, 18.88], [-19.18, 18.34, 18.49], [-19.38, 17.38, 17.54], [-18.28, 16.86, 16.84], [-16.99, 17.24, 17.23], [-16.87, 18.17, 18.26], [-18.58, 15.92, 15.72], [-19.66, 16.19, 14.90], [-19.93, 15.33, 13.85], [-19.15, 14.27, 13.60], [-18.01, 14.09, 14.30], [-17.76, 14.83, 15.43], [-19.45, 13.40, 12.43], [-18.66, 20.09, 20.27], [-17.06, 20.40, 19.67], [-17.32, 19.06, 20.86], [-20.00, 18.73, 19.07], [-20.39, 17.03, 17.39], [-16.15, 17.03, 16.58], [-15.90, 18.51, 18.60], [-20.41, 16.95, 15.06], [-20.86, 15.35, 13.28], [-17.39, 13.27, 13.96], [-16.93, 14.62, 16.09], [-20.27, 12.74, 12.72], [-18.57, 12.80, 12.22], [-19.78, 14.01, 11.59], [-10.35, 16.01, 9.31], [-9.69, 16.75, 10.42], [-10.34, 16.89, 11.60], [-9.67, 17.31, 12.73], [-8.36, 17.79, 12.58], [-7.73, 17.63, 11.35], [-8.39, 17.04, 10.31], [-7.62, 18.52, 13.65], [-8.16, 19.66, 14.22], [-7.46, 20.34, 15.19], [-6.26, 19.89, 15.58], [-5.68, 18.82, 15.00], [-6.33, 18.15, 13.99], [-5.56, 20.60, 16.69], [-10.30, 14.95, 9.57], [-9.83, 16.22, 8.38], [-11.37, 16.33, 9.17], [-11.29, 16.39, 11.61], [-10.16, 17.29, 13.70], [-6.67, 17.85, 11.26], [-7.88, 16.84, 9.37], [-9.14, 20.04, 13.96], [-7.76, 21.28, 15.62], [-4.65, 18.61, 15.24], [-5.78, 17.31, 13.57], [-6.32, 20.88, 17.42], [-5.18, 21.52, 16.25], [-4.77, 20.01, 17.14], [-13.58, 13.60, 15.76], [-13.95, 13.41, 17.24], [-14.87, 12.20, 17.46], [-14.16, 10.86, 17.32], [-14.94, 9.64, 17.77], [-15.05, 9.53, 19.30], [-16.51, 9.81, 19.62], [-17.22, 9.17, 18.42], [-16.34, 9.52, 17.22], [-14.15, 8.46, 17.25], [-13.42, 12.62, 15.30], [-12.66, 14.15, 15.62], [-14.46, 13.98, 15.22], [-14.34, 14.32, 17.69], [-13.01, 13.19, 17.77], [-15.78, 12.33, 16.85], [-15.34, 12.20, 18.45], [-13.31, 10.86, 17.99], [-13.81, 10.66, 16.31], [-14.79, 8.53, 19.61], [-14.31, 10.24, 19.66], [-16.75, 9.32, 20.56], [-16.74, 10.87, 19.70], [-17.17, 8.09, 18.57], [-18.26, 9.48, 18.35], [-16.38, 8.71, 16.50], [-16.73, 10.44, 16.78], [-13.12, 8.57, 17.57], [-14.17, 8.47, 16.16], [-14.62, 7.55, 17.62], [-14.49, 27.22, 16.55], [-12.99, 26.98, 16.52], [-12.53, 25.57, 16.83], [-12.78, 25.20, 18.29], [-13.21, 23.80, 18.55], [-14.49, 23.42, 17.84], [-15.60, 24.05, 18.69], [-15.01, 24.15, 20.13], [-13.64, 23.51, 19.98], [-12.11, 22.84, 18.20], [-14.78, 28.17, 16.11], [-14.90, 27.28, 17.57], [-15.01, 26.43, 16.01], [-12.38, 27.75, 17.00], [-12.72, 27.21, 15.48], [-11.47, 25.43, 16.60], [-13.01, 24.89, 16.11], [-13.53, 25.87, 18.70], [-11.85, 25.35, 18.83], [-14.50, 22.33, 17.88], [-14.50, 23.72, 16.80], [-16.54, 23.51, 18.58], [-15.75, 25.08, 18.36], [-15.63, 23.55, 20.78], [-14.99, 25.18, 20.47], [-13.70, 22.43, 20.13], [-12.88, 23.93, 20.63], [-12.14, 22.55, 17.15], [-12.14, 21.89, 18.73], [-11.20, 23.31, 18.55], [-17.44, 18.51, 7.60], [-17.62, 17.49, 8.73], [-17.22, 17.99, 10.12], [-15.72, 17.92, 10.27], [-15.20, 18.40, 11.61], [-13.71, 18.19, 11.75], [-13.37, 18.09, 13.25], [-14.71, 17.60, 13.87], [-15.70, 17.47, 12.71], [-15.54, 19.81, 11.96], [-16.49, 19.04, 7.70], [-18.24, 19.25, 7.62], [-17.40, 18.01, 6.63], [-17.06, 16.60, 8.45], [-18.65, 17.15, 8.68], [-17.66, 17.29, 10.84], [-17.62, 18.99, 10.29], [-15.17, 18.46, 9.49], [-15.34, 16.90, 10.20], [-13.18, 18.93, 11.15], [-13.57, 17.18, 11.37], [-12.90, 18.95, 13.72], [-12.64, 17.28, 13.35], [-15.10, 18.30, 14.61], [-14.68, 16.62, 14.35], [-16.67, 17.84, 13.02], [-15.78, 16.48, 12.27], [-14.95, 20.12, 12.81], [-16.62, 19.93, 12.01], [-15.29, 20.42, 11.08], [-8.99, 17.78, 21.21], [-8.43, 19.18, 21.51], [-7.04, 19.13, 22.17], [-7.03, 18.71, 23.63], [-5.67, 18.70, 24.26], [-4.84, 17.47, 23.91], [-5.38, 16.33, 24.82], [-6.26, 16.99, 25.88], [-5.83, 18.45, 25.75], [-4.93, 19.99, 24.14], [-8.77, 16.97, 21.91], [-8.44, 17.46, 20.31], [-10.04, 17.86, 20.96], [-9.08, 19.64, 22.26], [-8.39, 19.77, 20.60], [-6.57, 20.11, 22.08], [-6.33, 18.52, 21.59], [-7.50, 17.76, 23.85], [-7.56, 19.48, 24.19], [-3.82, 17.74, 24.17], [-4.97, 17.20, 22.86], [-4.53, 15.73, 25.15], [-5.91, 15.65, 24.15], [-6.10, 16.61, 26.88], [-7.32, 16.86, 25.66], [-4.89, 18.50, 26.30], [-6.60, 19.12, 26.13], [-4.60, 20.17, 23.11], [-4.09, 19.97, 24.82], [-5.63, 20.80, 24.34], [-12.88, 18.06, 18.00], [-13.83, 18.23, 19.42], [-13.87, 16.75, 17.39], [-11.95, 18.02, 16.50], [-11.75, 19.24, 18.58], [-11.95, 16.85, 18.78], [-13.81, 19.32, 17.21]],
  "mulliken_charge": [-0.892, 0.132, -0.500, -0.902, 0.561, 0.038, -0.736, 0.658, -0.768, -0.659, -0.007, -0.132, -0.684, -0.896, 0.336, 0.345, 0.337, 0.412, 0.665, 0.393, 0.691, 0.652, 0.618, 0.509, 0.674, 0.391, 0.337, 0.385, -0.869, 0.103, -0.684, -0.746, 0.637, -0.595, -0.389, 0.626, -0.666, -0.379, -0.001, -0.336, -0.655, -0.893, 0.393, 0.332, 0.317, 0.918, 0.763, 0.599, 0.437, 0.490, 0.592, 0.445, 0.539, 0.325, 0.388, 0.347, -0.898, -0.712, 0.165, -1.005, 0.356, -0.432, -0.515, -0.631, -0.228, -1.184, 0.436, 0.303, -0.029, 0.222, 0.583, -0.045, 0.221, 0.188, 0.526, 0.429, 0.226, 0.426, 0.242, 0.314, 0.385, 0.316, 0.011, 0.367, 0.462, 0.489, -1.025, -0.844, -0.427, -0.902, 0.350, -0.409, -0.578, -0.716, -0.540, -1.142, 0.431, 0.258, 0.223, 0.350, 0.412, 0.389, 0.333, 0.485, 0.399, 0.214, 0.449, 0.494, 0.121, 0.323, 0.393, 0.377, 0.387, 0.347, 0.477, 0.336, -1.190, -0.742, 0.125, -0.883, 0.264, -0.592, -0.378, 0.699, -1.091, -0.922, 0.291, 0.345, 0.377, 0.360, 0.349, 0.112, 0.331, 0.435, 0.261, 0.598, 0.307, 0.198, -0.089, -0.157, -0.099, 0.569, 0.252, 0.442, 0.387, 0.388, -1.038, -0.642, -0.381, -0.952, 0.203, -0.486, -0.514, -0.649, -0.593, -0.998, 0.341, 0.289, 0.235, 0.354, 0.304, 0.413, 0.350, 0.337, 0.320, 0.479, 0.194, 0.365, 0.303, 0.427, 0.297, 0.459, 0.364, 0.370, 0.443, 0.393, 2.086, -0.536, -0.466, -0.517, -0.529, -0.490, -0.431]
}